No. 1
The following is a DFT calculation (wB97M-V/def2-TZVPD) of a 2-piece molecular cluster, C3H11N2O2 overall.

Values from the calculation:
* charge: -2
* relative energy (zero: lowest compared OMol25 entry of this formula, charge and spin): 1.643 eV
* highest occupied orbital energy (alpha / beta): 4.15 / -0.08 eV
* 2S+1: 2

Each atom is followed by the atoms it is bonded to, with distances in Å.
Cartesian coordinates (Å):
1 C -0.5844 0.8775 0.5490  N2 1.470, C5 1.612, H7 1.053, H8 1.118
2 N -0.2763 -0.0042 -0.5866  C1 1.470, C3 1.549, H9 0.989
3 C -0.9612 0.5484 -1.8610  N2 1.549, O4 1.233, H10 1.095, H11 1.155
4 O -1.2179 -0.4598 -2.5224  C3 1.233
5 C 0.5880 0.8110 1.6538  C1 1.612, N6 1.442, H12 1.115, H13 1.050
6 N 0.0756 0.1608 2.8350  C5 1.442, H14 1.090, H15 0.980
7 H -0.5430 1.9095 0.3415  C1 1.053
8 H -1.4971 0.6523 1.1537  C1 1.118
9 H -0.6812 -0.9067 -0.5833  N2 0.989
10 H -1.8854 1.1070 -1.6806  C3 1.095
11 H -0.0256 1.1121 -2.2358  C3 1.155
12 H 1.5160 0.3941 1.1986  C5 1.115
13 H 0.9749 1.7839 1.7374  C5 1.050
14 H -0.7891 0.7115 3.2040  N6 1.090
15 H -0.0799 -0.7923 2.6686  N6 0.980
16 H 1.5348 -1.9995 -1.0144  O18 0.953
17 H 1.6902 -0.8260 -0.1742  O18 1.008
18 O 2.0849 -1.7481 -0.2782  H16 0.953, H17 1.008

=====

No. 2
The following is a DFT calculation (wB97M-V/def2-TZVPD) of one molecule with the formula C2H4N4.

Values from the calculation:
* relative energy (zero: lowest compared OMol25 entry of this formula, charge and spin): 4.208 eV
* highest occupied orbital energy: -7.99 eV
* structure (SMILES): C1=NNC=NN1
* 2S+1: 1

Each atom is followed by the atoms it is bonded to, with distances in Å.
Cartesian coordinates (Å):
1 C 1.0006 0.7837 -0.2284  N2 1.316, N6 1.380, H7 1.011
2 N -0.1661 1.3759 -0.0905  C1 1.316, N3 1.544
3 N -1.2446 0.3544 0.3291  N2 1.544, C4 1.262, H8 0.985
4 C -0.9650 -0.7961 -0.1079  N3 1.262, N5 1.317, H9 1.067
5 N 0.2739 -1.2232 -0.2397  C4 1.317, N6 1.275
6 N 1.0938 -0.4576 0.3664  C1 1.380, N5 1.275, H10 1.133
7 H 1.8640 1.2903 -0.3728  C1 1.011
8 H -2.0637 0.7335 -0.0661  N3 0.985
9 H -1.8124 -1.3165 -0.4939  C4 1.067
10 H 2.0994 -0.9793 0.3937  N6 1.133

=====

No. 3
The following is a DFT calculation (wB97M-V/def2-TZVPD) of one molecule with the formula C4H10N2.

Values from the calculation:
* relative energy (zero: lowest compared OMol25 entry of this formula, charge and spin): 2.149 eV
* highest occupied orbital energy: -9.04 eV
* structure (SMILES): NCCN1CC1
* 2S+1: 1

Each atom is followed by the atoms it is bonded to, with distances in Å.
Cartesian coordinates (Å):
1 N -2.7037 -0.2207 0.1805  C2 1.466, H7 1.078, H8 1.104
2 C -1.4609 0.3632 -0.3322  N1 1.466, C3 1.497, H9 1.103, H10 1.140
3 C -0.2974 -0.4179 0.1953  C2 1.497, N4 1.444, H11 1.122, H12 1.092
4 N 0.9227 -0.0495 -0.4824  C3 1.444, C5 1.431, C6 1.449
5 C 1.7983 0.8007 0.2638  N4 1.431, C6 1.481, H13 1.137, H14 1.068
6 C 2.1847 -0.5987 -0.0286  N4 1.449, C5 1.481, H15 1.051, H16 1.084
7 H -2.8646 0.2353 1.1443  N1 1.078
8 H -3.5238 0.1046 -0.4837  N1 1.104
9 H -1.3534 1.4327 -0.0830  C2 1.103
10 H -1.4634 0.3203 -1.4715  C2 1.140
11 H -0.1665 -0.2478 1.2968  C3 1.122
12 H -0.5302 -1.4622 -0.0240  C3 1.092
13 H 1.5763 1.0567 1.3492  C5 1.137
14 H 2.3385 1.5619 -0.2543  C5 1.068
15 H 2.1395 -1.2292 0.8116  C6 1.051
16 H 2.9658 -0.7638 -0.7621  C6 1.084

=====

No. 4
The following is a DFT calculation (wB97M-V/def2-TZVPD) of a 2-piece molecular cluster, CH2Br2NO overall.

Values from the calculation:
* charge: -1
* relative energy (zero: lowest compared OMol25 entry of this formula, charge and spin): 0.000 eV
* highest occupied orbital energy: -3.81 eV
* 2S+1: 1

Each atom is followed by the atoms it is bonded to, with distances in Å.
Cartesian coordinates (Å):
1 C -0.4058 -0.3734 0.0466  N2 1.313, Br4 1.894, H6 1.037
2 N 0.5549 0.5198 -0.0139  C1 1.313, O3 1.273, H7 0.989
3 O 0.3446 1.7757 -0.0073  N2 1.273
4 Br 0.0893 -2.2006 -0.0138  C1 1.894
5 Br -3.9557 -0.1522 0.0097  no bonds
6 H -1.3835 -0.2845 -0.2860  C1 1.037
7 H 1.4305 0.1175 0.2081  N2 0.989

=====

No. 5
The following is a DFT calculation (wB97M-V/def2-TZVPD) of a 12-piece molecular cluster, C41H82Br4O17 overall.

Values from the calculation:
* highest occupied orbital energy: -9.10 eV
* structure (SMILES): CCOC(C)=O.CCOC(C)=O.CCOC(C)=O.CCOC(C)=O.CCOC(C)=O.CCOC(C)=O.CCOC(C)=O.CC(C)=O.CC(C)=O.CC(C)=O.BrCCBr.BrCCBr
* 2S+1: 1

Each atom is followed by the atoms it is bonded to, with distances in Å.
Cartesian coordinates (Å):
1 C 2.6084 5.0170 -0.6658  C2 1.497, H7 1.090, H8 1.090, H9 1.090
2 C 1.9052 4.7566 -1.9610  C1 1.497, O3 1.401, H10 1.090, H11 1.090
3 O 2.3113 3.5173 -2.4721  C2 1.401, C4 1.314
4 C 2.1270 3.2602 -3.7476  O3 1.314, C5 1.514, O6 1.255
5 C 2.6043 1.8640 -4.0884  C4 1.514, H12 1.090, H13 1.090, H14 1.090
6 O 1.7049 4.0410 -4.6342  C4 1.255
7 H 2.2787 5.9945 -0.3138  C1 1.090
8 H 3.6949 5.1025 -0.6829  C1 1.090
9 H 2.3904 4.2527 0.0801  C1 1.090
10 H 0.8213 4.7572 -1.8457  C2 1.090
11 H 2.0561 5.5705 -2.6702  C2 1.090
12 H 2.6723 1.1972 -3.2289  C5 1.090
13 H 3.5998 2.0394 -4.4963  C5 1.090
14 H 1.8816 1.5012 -4.8193  C5 1.090
15 C -0.0926 -2.1037 3.6179  C16 1.555, H21 1.090, H22 1.090, H23 1.090
16 C 1.0055 -2.7311 2.7134  C15 1.555, O17 1.425, H24 1.090, H25 1.090
17 O 0.4542 -3.8892 2.0936  C16 1.425, C18 1.395
18 C -0.4341 -3.7984 1.0212  O17 1.395, C19 1.530, O20 1.219
19 C -0.8906 -5.2032 0.6233  C18 1.530, H26 1.090, H27 1.090, H28 1.090
20 O -0.7713 -2.8058 0.3985  C18 1.219
21 H -1.0701 -2.0065 3.1456  C15 1.090
22 H 0.1781 -1.1015 3.9503  C15 1.090
23 H -0.1663 -2.7313 4.5061  C15 1.090
24 H 1.4111 -2.1126 1.9127  C16 1.090
25 H 1.9091 -2.8983 3.2996  C16 1.090
26 H -0.2372 -5.9290 1.1074  C19 1.090
27 H -0.8657 -5.2574 -0.4651  C19 1.090
28 H -1.9092 -5.2791 1.0039  C19 1.090
29 C -3.0689 1.4198 3.2193  C30 1.524, H35 1.090, H36 1.090, H37 1.090
30 C -2.0380 1.7900 4.2783  C29 1.524, O31 1.444, H38 1.090, H39 1.090
31 O -2.4416 1.1560 5.5109  C30 1.444, C32 1.318
32 C -1.7887 1.4794 6.6091  O31 1.318, C33 1.497, O34 1.250
33 C -2.1899 0.5100 7.6767  C32 1.497, H40 1.090, H41 1.090, H42 1.090
34 O -0.9098 2.3497 6.7872  C32 1.250
35 H -2.6643 1.3205 2.2121  C29 1.090
36 H -3.7709 2.2505 3.1466  C29 1.090
37 H -3.6319 0.5196 3.4662  C29 1.090
38 H -1.0779 1.3695 3.9791  C30 1.090
39 H -1.9501 2.8764 4.2661  C30 1.090
40 H -1.5791 0.6899 8.5613  C33 1.090
41 H -1.9810 -0.4406 7.1859  C33 1.090
42 H -3.1981 0.5351 8.0902  C33 1.090
43 C -4.1504 -2.3710 -0.3519  C44 1.489, H49 1.090, H50 1.090, H51 1.090
44 C -4.2852 -2.3034 1.1290  C43 1.489, O45 1.397, H52 1.090, H53 1.090
45 O -5.1622 -3.2865 1.5934  C44 1.397, C46 1.338
46 C -5.8860 -3.1111 2.7055  O45 1.338, C47 1.534, O48 1.227
47 C -6.8970 -4.2466 2.9064  C46 1.534, H54 1.090, H55 1.090, H56 1.090
48 O -5.8518 -2.1412 3.4566  C46 1.227
49 H -5.1180 -2.2470 -0.8383  C43 1.090
50 H -3.6426 -3.2847 -0.6607  C43 1.090
51 H -3.5373 -1.5217 -0.6537  C43 1.090
52 H -3.3214 -2.4203 1.6246  C44 1.090
53 H -4.5669 -1.3054 1.4647  C44 1.090
54 H -7.0764 -4.1718 3.9789  C47 1.090
55 H -6.4485 -5.1767 2.5573  C47 1.090
56 H -7.8421 -4.0863 2.3874  C47 1.090
57 C -1.9234 4.2615 -0.0078  C58 1.543, H63 1.090, H64 1.090, H65 1.090
58 C -3.2225 4.0292 -0.8076  C57 1.543, O59 1.395, H66 1.090, H67 1.090
59 O -3.5559 2.6750 -0.8206  C58 1.395, C60 1.308
60 C -4.5902 2.2655 -1.5080  O59 1.308, C61 1.519, O62 1.228
61 C -4.8653 0.7906 -1.2707  C60 1.519, H68 1.090, H69 1.090, H70 1.090
62 O -5.2441 2.9194 -2.3167  C60 1.228
63 H -1.0890 3.7879 -0.5250  C57 1.090
64 H -1.9811 3.8335 0.9930  C57 1.090
65 H -1.7643 5.3259 0.1650  C57 1.090
66 H -4.0754 4.6251 -0.4828  C58 1.090
67 H -3.0717 4.3129 -1.8492  C58 1.090
68 H -4.8024 0.5467 -0.2102  C61 1.090
69 H -4.0818 0.2173 -1.7662  C61 1.090
70 H -5.8238 0.4344 -1.6482  C61 1.090
71 C 5.0954 -6.8718 -2.7235  C72 1.537, H77 1.090, H78 1.090, H79 1.090
72 C 4.4451 -6.1829 -1.5126  C71 1.537, O73 1.444, H80 1.090, H81 1.090
73 O 3.5527 -5.1066 -1.8733  C72 1.444, C74 1.305
74 C 2.9203 -4.4546 -0.9360  O73 1.305, C75 1.502, O76 1.218
75 C 2.0030 -3.3787 -1.4440  C74 1.502, H82 1.090, H83 1.090, H84 1.090
76 O 3.0185 -4.7300 0.2463  C74 1.218
77 H 5.9935 -7.3624 -2.3483  C71 1.090
78 H 5.5565 -6.2471 -3.4884  C71 1.090
79 H 4.2969 -7.4570 -3.1798  C71 1.090
80 H 3.8231 -6.9017 -0.9792  C72 1.090
81 H 5.1842 -5.8442 -0.7865  C72 1.090
82 H 2.5681 -2.8904 -2.2379  C75 1.090
83 H 1.7594 -2.6315 -0.6887  C75 1.090
84 H 1.1641 -3.8380 -1.9667  C75 1.090
85 C -1.8170 2.2448 -4.0545  C86 1.549, H91 1.090, H92 1.090, H93 1.090
86 C -1.4550 3.1275 -5.2742  C85 1.549, O87 1.377, H94 1.090, H95 1.090
87 O -2.1063 2.6769 -6.4009  C86 1.377, C88 1.377
88 C -1.7212 1.5265 -7.0522  O87 1.377, C89 1.530, O90 1.255
89 C -2.6946 1.1633 -8.1754  C88 1.530, H96 1.090, H97 1.090, H98 1.090
90 O -0.5888 0.9992 -6.9320  C88 1.255
91 H -1.4787 1.2348 -4.2855  C85 1.090
92 H -2.8793 2.2041 -3.8136  C85 1.090
93 H -1.3464 2.5100 -3.1077  C85 1.090
94 H -1.7075 4.1660 -5.0600  C86 1.090
95 H -0.3677 3.1281 -5.3504  C86 1.090
96 H -2.6745 0.0868 -8.3453  C89 1.090
97 H -2.2852 1.7039 -9.0288  C89 1.090
98 H -3.7241 1.4149 -7.9207  C89 1.090
99 C 1.5813 1.0422 -0.3644  C100 1.522, H103 1.090, H104 1.090, H105 1.090
100 C 0.2332 0.9211 0.3325  C99 1.522, C101 1.517, O102 1.248
101 C -0.8808 0.2621 -0.4583  C100 1.517, H106 1.090, H107 1.090, H108 1.090
102 O 0.0413 1.4331 1.4540  C100 1.248
103 H 2.1318 0.1014 -0.3741  C99 1.090
104 H 2.1408 1.8927 0.0251  C99 1.090
105 H 1.5044 1.2656 -1.4285  C99 1.090
106 H -1.5787 -0.0761 0.3076  C101 1.090
107 H -0.5281 -0.6421 -0.9545  C101 1.090
108 H -1.4856 0.9288 -1.0729  C101 1.090
109 C 0.9679 4.9439 2.2599  C110 1.512, H113 1.090, H114 1.090, H115 1.090
110 C 0.8855 5.1398 3.7574  C109 1.512, C111 1.507, O112 1.201
111 C 1.2370 3.9961 4.6731  C110 1.507, H116 1.090, H117 1.090, H118 1.090
112 O 0.6336 6.2092 4.2432  C110 1.201
113 H 1.0809 3.8753 2.0769  C109 1.090
114 H 1.8569 5.4507 1.8846  C109 1.090
115 H 0.0672 5.4203 1.8728  C109 1.090
116 H 2.2906 3.7397 4.5624  C111 1.090
117 H 0.6032 3.1147 4.5756  C111 1.090
118 H 1.1541 4.3723 5.6928  C111 1.090
119 C 4.5482 -2.5431 2.4852  C120 1.476, H123 1.090, H124 1.090, H125 1.090
120 C 4.7712 -2.1537 1.0787  C119 1.476, C121 1.521, O122 1.234
121 C 5.8907 -2.8513 0.3210  C120 1.521, H126 1.090, H127 1.090, H128 1.090
122 O 4.0079 -1.3632 0.5172  C120 1.234
123 H 4.3840 -3.6190 2.5450  C119 1.090
124 H 3.6925 -2.0402 2.9357  C119 1.090
125 H 5.4310 -2.3690 3.1004  C119 1.090
126 H 6.8237 -2.3095 0.4764  C121 1.090
127 H 5.7694 -2.9466 -0.7580  C121 1.090
128 H 6.0204 -3.8656 0.6987  C121 1.090
129 Br 7.9012 0.8293 0.8233  C130 2.017
130 C 6.4229 1.3489 2.0932  Br129 2.017, C131 1.495, H133 1.090, H134 1.090
131 C 5.4741 2.3113 1.4534  C130 1.495, Br132 2.023, H135 1.090, H136 1.090
132 Br 4.1977 2.9855 2.8711  C131 2.023
133 H 6.8623 1.8257 2.9694  C130 1.090
134 H 5.9725 0.4527 2.5200  C130 1.090
135 H 4.9191 1.8858 0.6173  C131 1.090
136 H 6.0169 3.1007 0.9335  C131 1.090
137 Br -3.0540 -0.8563 -4.7979  C138 2.000
138 C -2.3195 -2.1475 -3.4590  Br137 2.000, C139 1.496, H141 1.090, H142 1.090
139 C -0.9344 -2.5738 -3.8293  C138 1.496, Br140 1.934, H143 1.090, H144 1.090
140 Br 0.2571 -1.0515 -3.7599  C139 1.934
141 H -3.0492 -2.9570 -3.4407  C138 1.090
142 H -2.2775 -1.6466 -2.4918  C138 1.090
143 H -0.7453 -3.0976 -4.7663  C139 1.090
144 H -0.4640 -3.2309 -3.0977  C139 1.090

=====

No. 6
The following is a DFT calculation (wB97M-V/def2-TZVPD) of one molecule with the formula C3H5BrN2.

Values from the calculation:
* relative energy (zero: lowest compared OMol25 entry of this formula, charge and spin): 2.862 eV
* highest occupied orbital energy: -8.43 eV
* structure (SMILES): Cn1cc(Br)[nH]1
* 2S+1: 1

Each atom is followed by the atoms it is bonded to, with distances in Å.
Cartesian coordinates (Å):
1 C -0.8712 -0.0128 1.2937  N2 1.498, H7 1.149, H8 1.060, H9 1.090
2 N -0.6718 0.5185 -0.0929  C1 1.498, C3 1.747, N6 1.433
3 C -0.2678 -0.6795 -1.2993  N2 1.747, C4 1.348, H10 1.039
4 C 0.9641 -0.1604 -1.1257  C3 1.348, Br5 1.873, N6 1.337
5 Br 2.6224 -0.2224 -1.9950  C4 1.873
6 N 0.7493 0.7029 -0.1276  N2 1.433, C4 1.337, H11 1.001
7 H -0.2761 -0.9426 1.6119  C1 1.149
8 H -0.6056 0.6987 2.0331  C1 1.060
9 H -1.9478 -0.1768 1.3320  C1 1.090
10 H -0.8829 -1.2128 -1.9447  C3 1.039
11 H 1.1874 1.4872 0.3146  N6 1.001

=====

Result set for largest force on an atom: 6.8, 9.0, 3.0, 3.8, 3.9, 4.6 eV Å⁻¹, one per record in the order listed.
Result set for total energy: -380.66761, -297.48965, -267.84636, -5317.31974, -13186.55883, -2800.68334 Ha, one per record in the order listed.